# 1
Computed, not measured: C37H33AsF6HgN6O13 as an isolated structure in a non-equilibrium geometry, with ωB97M-V/def2-TZVPD.

- 2S+1: 1
- HOMO energy: -7.46 eV
- E_tot: -155762.1329 eV
- Energy above the lowest of the compared OMol25 structures with the same formula, charge and spin: 70.2 kcal per mole

CARTESIAN COORDINATES (ANGSTROEM)
C 1.1022 0.1555 3.2094
H 5.3720 -2.6977 1.0527
C -5.5362 -0.7418 -3.2097
N -3.3261 0.1742 1.6197
H 4.8935 1.1162 -3.4302
C -2.7366 -1.3713 3.5588
F -2.8699 -5.1945 -0.8163
H 2.7168 -3.2390 -4.1815
H 3.8277 1.1253 0.8179
C 5.5871 4.0376 -1.0322
C -2.9241 4.9526 1.2767
C 5.1723 -0.9157 -4.0798
F -2.4031 -3.0358 -2.3184
H -3.0252 1.5580 -5.1831
C -4.2560 -0.4400 -2.6833
H -3.0736 2.8028 4.5467
C 2.2897 -4.8819 1.9647
C -3.3646 0.4631 -3.3581
C 3.1788 -3.0400 0.6625
C -2.9293 3.3887 3.6509
F -0.5166 -4.3127 -1.2259
C 3.0552 0.0728 -3.4966
H 1.1171 -3.7986 0.5555
N 0.9590 -1.2579 -3.5678
H -3.9774 6.3649 2.4115
H 2.5242 0.9511 -3.1602
H 6.1428 4.7863 -1.5772
C 3.6355 2.7003 -0.6476
H 3.7212 -5.8003 3.3400
C 4.6123 -4.3652 2.1360
H 1.4293 -5.4847 2.2152
C 5.5437 2.3844 0.7941
H 6.1397 1.8147 1.4916
O 1.5988 3.1687 -1.6734
O 0.7802 -0.1081 1.8758
C 3.1832 -2.2893 -3.9652
H -5.2573 1.1718 -6.0272
H 5.1509 -3.0383 -4.4999
H 0.8264 -0.7155 3.8038
C -4.9892 0.6625 -5.1133
C 4.4205 0.1704 -3.6496
N 2.2216 2.3676 -1.0310
H -6.7822 -0.4302 -4.8272
O -4.1369 0.9831 1.1222
F -1.1490 -2.0136 -0.3974
C -2.8573 -1.7823 4.8667
N 2.9362 -1.9340 -0.3180
H -6.1681 -1.4561 -2.7028
O -1.2600 1.3226 -3.5152
O -2.2235 -0.0796 1.1597
As -2.0462 -3.5798 -0.5791
C 4.2563 2.0057 0.3623
C -4.5846 -0.1755 5.1850
O -2.1082 3.5956 -1.0228
C -4.4303 0.2624 3.8791
C 2.0808 -3.9041 1.0315
C -3.5127 5.3905 2.4435
C -3.4939 4.6446 3.6156
C -5.8297 -0.1400 -4.4088
H -4.0080 -0.8537 -1.7171
H 7.2668 3.5689 0.1322
O 1.8148 -1.6348 -0.5761
H -2.9377 5.5418 0.3716
H -5.1659 0.4312 5.8636
C 2.4083 -1.1308 -3.7362
O 3.8672 -1.3903 -0.8892
N -1.6227 3.1993 0.0829
N -2.0938 0.7772 -2.7637
C -2.2337 2.9827 2.4955
H -3.8878 -1.5530 6.6810
O -0.8422 2.2108 0.2065
C 3.5540 -5.0952 2.5392
H -2.1331 -2.4961 5.2306
C 4.2978 3.7038 -1.4148
F -1.5387 -3.9801 1.0973
O -1.8405 0.4479 -1.6111
O 0.3042 -1.9546 -4.3237
C 4.4734 -3.2614 1.2552
F -3.6216 -2.8375 -0.0253
H -4.0338 5.0557 4.4558
H 0.6566 1.0251 3.6924
C -3.4992 -0.3714 3.0222
H 5.5983 -4.5675 2.5275
C -2.2205 3.7065 1.3448
Hg -0.0550 -0.2067 -0.2470
O 0.4275 -0.7191 -2.6232
H 6.2234 -0.7445 -4.2595
H -1.8158 1.9869 2.4814
H -2.0056 -1.9215 2.9851
C -3.7827 -1.1845 5.6713
H 2.1758 0.2343 3.3810
O 1.6811 1.2881 -0.8043
C 4.5777 -2.1742 -4.1981
C -3.6941 0.9789 -4.5636
H -5.0556 1.0770 3.5448
C 6.2061 3.3829 0.0504
H 3.8484 4.1078 -2.3099

Cartesian forces (eV/Å) of the 6 atoms listed first:
-0.302 -0.877 -0.814
-0.306 0.339 -0.367
3.116 0.650 0.801
0.254 1.120 0.475
0.100 0.071 -0.121
1.293 -0.951 -1.309

Atomic partial charges in e from the Mulliken method, atoms 1 to 2:
1 C -1.230
2 H 0.430

---

# 2
Computed, not measured: one molecule with the formula C2H3F4NO in a non-equilibrium geometry, with ωB97M-V/def2-TZVPD.

- Structure (SMILES): NC(F)(F)C(O)(F)F
- 2S+1: 1
- HOMO energy: -10.97 eV
- E_tot: -16530.2519 eV
- Energy above the lowest of the compared OMol25 structures with the same formula, charge and spin: 9.8 kcal per mole

CARTESIAN COORDINATES (ANGSTROEM)
H -0.5884 -2.0631 1.0499
C -0.6263 -0.7335 -0.1487
C -0.0541 0.6843 -0.2995
F -2.0039 -0.6056 -0.0161
F -0.5079 -1.4355 -1.3442
H 1.6274 1.7196 -0.0070
H 1.8445 0.2414 0.6341
F -0.5627 1.3704 0.8129
N 1.4738 0.7410 -0.1852
F -0.5412 1.3007 -1.3593
O -0.0611 -1.2196 0.8630

Cartesian forces (eV/Å) of the 6 atoms listed first:
1.284 1.162 0.245
-2.136 3.075 -4.479
2.323 0.393 2.091
0.696 -0.325 0.188
0.341 0.168 1.081
0.345 0.430 -0.091

Atomic partial charges in e from the Mulliken method, atoms 1 to 2:
1 H 0.354
2 C 0.613

---

# 3
Computed, not measured: a 2-piece molecular cluster, C4H10O3 overall in a non-equilibrium geometry, with ωB97M-V/def2-TZVPD.

- Net charge: -1
- 2S+1: 2
- HOMO energy (alpha / beta): 0.52 / -2.85 eV
- E_tot: -10450.7314 eV
- Energy above the lowest of the compared OMol25 structures with the same formula, charge and spin: 11.2 kcal per mole
- Expectation value of S²: 0.7534

CARTESIAN COORDINATES (ANGSTROEM)
O -2.5298 2.8911 1.5639
C -0.6603 1.4745 1.1045
O 1.6869 -1.3163 -0.0471
H 1.4839 0.1152 1.4592
H 1.4797 -1.2249 -0.9889
H -0.4721 1.2577 2.1754
H 0.8657 -3.1235 -3.0646
H -1.1101 -0.2203 -0.0870
C -2.1104 1.8698 0.9182
H 1.8906 -2.1627 -3.3716
H 0.1683 0.6830 -0.7835
H -0.0735 2.3779 0.9114
C -0.2028 0.3265 0.1917
H -2.8129 1.1006 0.5390
O 1.1031 -2.2338 -2.7926
H 0.4193 -1.2917 1.4557
C 0.8742 -0.5231 0.8163

Cartesian forces (eV/Å) of the 6 atoms listed first:
-0.420 0.368 0.257
-0.318 0.103 -0.463
0.612 0.116 -0.502
0.359 -0.041 -0.189
-0.335 0.161 0.484
0.100 -0.310 0.038

Atomic partial charges in e from the Mulliken method, atoms 1 to 2:
1 O -0.688
2 C -0.559